Entry 1:
Density functional theory data (wB97M-V/def2-TZVPD) for the molecule C7H11BrO at a distorted geometry.

For the HOMO energy, the calculation gives -9.48 eV. Its structure (SMILES) is COC1(C2(Br)CC2)CC1. Its LUMO energy is 0.87 eV. The HOMO-LUMO gap is 10.351 eV.

Atoms and positions in Å:
Br1 0.5523 -1.6907 2.2359
O1 -1.4288 -1.0368 0.0570
C1 -0.1573 0.4389 -1.5414
C2 1.1300 1.1427 1.4419
C3 0.8113 -0.1838 0.9343
C4 -0.2922 -0.4821 -0.3091
C5 -2.4940 -0.1630 0.3265
C6 0.3549 -1.0735 -1.5617
C7 2.1279 0.3127 0.7433
H1 -0.4122 -1.7166 -2.1855
H2 -1.0527 0.5334 -2.2789
H3 0.5341 2.0618 1.0539
H4 -2.3950 0.1456 1.3213
H5 2.9871 -0.0609 1.3573
H6 -2.3823 0.6186 -0.3684
H7 1.3887 -1.2922 -1.8699
H8 -3.5207 -0.6750 0.1616
H9 2.4377 0.6763 -0.2434
H10 1.3470 1.1186 2.5192
H11 0.4643 1.3259 -1.7939

=====

Entry 2:
Density functional theory data (wB97M-V/def2-TZVPD) for a structure of composition C4H11AlAs3F18NO at a distorted geometry.

For the HOMO energy, the calculation gives -12.58 eV. Its LUMO energy is -9.02 eV. The HOMO-LUMO gap is 3.560 eV.

Atoms and positions in Å:
As1 12.1596 -13.2473 26.7691
As2 9.0370 -19.0998 31.2139
As3 9.6710 -20.0519 23.5703
Al1 10.9148 -17.7770 27.4333
F1 9.5894 -18.9596 29.5349
F2 10.0869 -19.2990 25.2133
F3 13.0622 -13.8141 25.3489
F4 11.2555 -12.8978 28.2111
F5 8.0669 -17.6767 30.9491
F6 10.6856 -13.2297 25.7697
F7 10.1026 -21.6084 24.2580
F8 10.0547 -20.5360 31.2737
F9 7.6752 -20.1048 30.6813
F10 12.4359 -11.5624 26.3613
F11 11.7972 -15.0165 27.0445
F12 8.4570 -19.1953 32.8222
F13 10.4244 -18.1269 31.6225
F14 9.3463 -20.9261 22.1149
F15 13.6404 -13.3304 27.6928
F16 8.0238 -20.1504 24.1784
F17 11.3694 -19.8223 23.1075
F18 9.2603 -18.4869 22.8866
O1 11.8411 -17.2389 24.7660
N1 9.6570 -15.8123 25.6736
C1 11.0281 -16.5186 23.8519
C2 9.5572 -16.2453 24.3070
C3 13.2142 -17.2610 24.3433
C4 9.0870 -14.9881 23.5221
H1 13.3022 -17.6499 23.3298
H2 13.7631 -17.9710 24.9666
H3 11.5921 -15.5962 23.6556
H4 9.0076 -15.2533 22.4611
H5 13.7708 -16.3423 24.5476
H6 8.0826 -14.6228 23.7322
H7 10.2999 -15.0051 25.6369
H8 8.8079 -15.3538 26.0182
H9 8.8448 -17.0673 24.2589
H10 9.8031 -14.1672 23.5633
H11 11.0179 -16.9464 22.8402

=====

Entry 3:
Density functional theory data (wB97M-V/def2-TZVPD) for the molecule C3H5NO.

For the HOMO energy, the calculation gives -9.80 eV. Its structure (SMILES) is O=C1CCN1. Its LUMO energy is 0.99 eV. The HOMO-LUMO gap is 10.792 eV.

Atoms and positions in Å:
O1 2.2844 0.4020 0.1171
N1 0.4308 -0.9174 -0.4839
C1 -0.2004 0.9414 0.2342
C2 1.1120 0.1904 -0.0519
C3 -0.8738 -0.4330 -0.0212
H1 -0.4515 1.7241 -0.4862
H2 0.7886 -1.8505 -0.6378
H3 -1.2431 -0.8888 0.9087
H4 -1.6013 -0.5187 -0.8253
H5 -0.2458 1.3505 1.2464

=====

Entry 4:
Density functional theory data (wB97M-V/def2-TZVPD) for a cluster of 2 separate species, C4H10N2O in total at a distorted geometry.

For the HOMO energy, the calculation gives -8.74 eV. Its structure (SMILES) is CC(C)=N.C=NO. Its LUMO energy is 0.97 eV. The HOMO-LUMO gap is 9.705 eV.

Atoms and positions in Å:
O1 2.8597 -0.2922 -0.9943
N1 2.3658 0.1699 0.2711
N2 0.3360 -0.8297 0.0354
C1 2.4723 1.4139 0.4743
C2 -1.8706 -0.3210 0.7346
C3 -0.6769 0.5019 -1.4753
C4 -0.7549 -0.2104 -0.2166
H1 2.8320 2.2272 -0.1939
H2 -0.0421 -0.2714 -1.9032
H3 -1.9382 -1.3416 1.1075
H4 -1.5273 0.1739 1.6637
H5 -1.6257 0.6721 -1.9966
H6 0.2652 -1.4596 0.8462
H7 3.2231 -1.1308 -0.8154
H8 2.2078 1.6890 1.4391
H9 -2.8853 0.0967 0.4133
H10 -0.1634 1.3761 -1.3738

=====

Entry 5:
Density functional theory data (wB97M-V/def2-TZVPD) for a structure of composition C14H17N3O3W at a distorted geometry.

For the HOMO energy (alpha / beta), the calculation gives -22.07 / -21.92 eV. Its LUMO energy (alpha / beta) is -18.20 / -18.73 eV. Its charge is +4. The HOMO-LUMO gap (alpha / beta) is 3.867 / 3.189 eV. As for the spin multiplicity: 3.

Atoms and positions in Å:
W1 -0.4530 -0.8010 -1.1525
O1 -1.7802 1.0775 1.1705
O2 0.6896 4.2181 3.0301
O3 1.0500 2.0924 -0.8728
N1 3.0468 0.6723 1.4405
N2 -2.2381 0.3350 -3.1126
N3 0.2070 0.0131 3.7388
C1 -1.3221 0.3614 0.3701
C2 -0.6808 -0.2111 4.4520
C3 0.5753 1.0362 -1.0282
C4 3.9836 1.1390 0.9387
C5 5.2408 1.7021 0.4967
C6 1.1366 -2.0029 -1.8518
C7 -1.1930 -2.6774 -1.7210
C8 -1.7808 -0.5168 5.3455
C9 0.0657 -2.2264 0.3103
C10 1.2025 -1.9563 -0.4552
C11 -3.7642 1.0829 -5.0886
C12 -0.0518 -2.3908 -2.4938
C13 -2.9116 0.6538 -3.9974
C14 -1.1324 -2.6132 -0.3146
H1 -2.3928 -1.3240 4.9284
H2 5.0558 2.6579 -0.0125
H3 -4.5657 0.3446 -5.2366
H4 2.1254 -1.6481 0.0387
H5 1.4119 3.9797 2.4359
H6 -3.1670 1.1591 -6.0092
H7 0.1591 3.4115 3.0583
H8 -2.1286 -2.9083 -2.2099
H9 5.7396 0.9957 -0.1828
H10 2.0237 -1.7978 -2.4381
H11 5.8650 1.8692 1.3872
H12 -0.1088 -2.3738 -3.5804
H13 -1.3880 -0.8285 6.3174
H14 0.1113 -2.1387 1.3911
H15 -2.4035 0.3733 5.4837
H16 -4.2069 2.0624 -4.8551
H17 -2.0204 -2.8220 0.2791

=====

Entry 6:
Density functional theory data (wB97M-V/def2-TZVPD) for the molecule C4H11N3 at a distorted geometry.

For the HOMO energy, the calculation gives -7.00 eV. Its structure (SMILES) is N/C=C(\N)CCN. Its LUMO energy is 1.01 eV. The HOMO-LUMO gap is 8.012 eV.

Atoms and positions in Å:
N1 1.6978 1.9445 0.2854
N2 -1.0187 0.6696 -0.8217
N3 -2.5112 -1.7363 -0.1249
C1 -1.4291 -1.2184 0.6533
C2 0.8857 -0.3921 0.5601
C3 1.8318 0.5766 -0.1742
C4 -0.6163 -0.2436 0.2143
H1 1.2242 -1.4088 0.3794
H2 -0.2330 1.1991 -1.1600
H3 1.2118 2.5614 -0.3470
H4 0.9686 -0.1393 1.6200
H5 -1.3557 -1.7122 1.6076
H6 2.5535 2.4165 0.5380
H7 -2.8934 -1.1099 -0.8095
H8 -1.4598 0.1085 -1.5387
H9 -3.2041 -2.1828 0.4476
H10 2.8251 0.1444 -0.1093
H11 1.5226 0.5228 -1.2204

=====

Entry 7:
Density functional theory data (wB97M-V/def2-TZVPD) for a cluster of 2 separate species, CH4N3S in total at a distorted geometry.

For the HOMO energy (alpha / beta), the calculation gives -14.24 / -14.24 eV. Its LUMO energy (alpha / beta) is -6.66 / -6.66 eV. Its charge is +1. The HOMO-LUMO gap (alpha / beta) is 7.583 / 7.584 eV.

Atoms and positions in Å:
S1 0.9730 -2.3695 0.0973
N1 -1.7993 1.9669 -1.0084
N2 -1.3750 1.1582 -0.2752
N3 -0.9411 0.2638 0.2538
C1 1.3746 -0.7876 0.1094
H1 0.8886 -2.5787 1.4366
H2 1.5323 -0.2098 1.0058
H3 1.5478 -0.3030 -0.8426
H4 -2.2010 2.8596 -0.7769

=====

Entry 8:
Density functional theory data (wB97M-V/def2-TZVPD) for a cluster of 2 separate species, C5H11O3 in total at a distorted geometry.

For the HOMO energy, the calculation gives -4.41 eV. Its LUMO energy is 3.93 eV. Its charge is -1. The HOMO-LUMO gap is 8.342 eV.

Atoms and positions in Å:
O1 -1.8581 -0.3352 -0.6793
O2 -0.1940 1.5102 0.4486
O3 0.1402 2.9351 -1.2662
C1 1.9752 2.5000 0.1816
C2 0.1970 -1.5895 -0.8600
C3 -1.2320 -1.6722 1.2198
C4 -1.2223 -1.5370 -0.3119
C5 0.4880 2.3074 -0.2485
H1 -0.6534 -2.5198 1.5830
H2 2.5500 2.0978 -0.6455
H3 2.2509 3.5359 0.3109
H4 -1.3481 0.4162 -0.2698
H5 -2.2739 -1.7301 1.5319
H6 -0.7843 -0.7768 1.6484
H7 0.6966 -2.5122 -0.5660
H8 2.1234 1.9117 1.0880
H9 0.7701 -0.7676 -0.4662
H10 -1.7914 -2.3600 -0.7583
H11 0.1660 -1.4138 -1.9403